No. 1
Molecular formula: C37H71BN9O10
Method: DFT, ωB97M-V/def2-TZVPD

For the HOMO energy, the calculation gives -10.1 eV. The value obtained for the gap between HOMO and LUMO is 5.2 eV. The total energy is -2722.09327 a.u. Its charge is +1. As for the multiplicity: 1.

XYZ file:
```
128
C37H71BN9O10 ωB97M-V/def2-TZVPD
C -1.943 4.103 -0.042
C -3.398 3.488 0.238
C -3.460 2.706 1.667
C -3.953 2.525 -0.917
C -4.096 3.428 -2.266
C -2.974 1.290 -1.265
O -3.373 0.029 -0.643
C -2.248 -0.665 -0.104
C -1.028 -1.008 -0.985
N 0.129 -1.670 -0.455
C 0.272 -2.087 0.938
C 1.641 -2.764 1.315
C 1.775 -4.025 2.252
C 3.205 -4.546 2.458
N 4.451 -4.072 1.983
C 4.391 -2.938 1.132
C 3.036 -2.303 0.779
C -0.903 -1.829 1.910
C -2.191 -1.112 1.390
B -3.501 -0.789 2.301
O -3.454 -0.069 3.557
O -4.833 -1.216 1.900
H -1.707 4.251 -1.162
H -1.765 5.098 0.518
H -1.145 3.379 0.369
H -4.134 4.385 0.345
H -3.670 3.428 2.528
H -4.326 1.942 1.603
H -2.447 2.209 1.844
H -5.021 2.199 -0.656
H -3.061 3.509 -2.769
H -4.840 2.939 -3.004
H -4.508 4.479 -2.020
H -1.888 1.556 -0.996
H -3.051 1.150 -2.412
H -1.024 -0.703 -2.093
H 0.911 -1.853 -1.112
H 0.853 -4.512 2.730
H 3.271 -5.491 3.118
H 5.336 -2.491 0.664
H 3.050 -1.407 0.058
H -0.846 -2.137 3.001
H -4.328 0.378 3.696
H -4.925 -1.171 0.923
C 2.098 -8.928 -1.426
O 2.552 -8.523 -2.482
N 1.908 -8.170 -0.310
C 1.362 -8.723 0.914
C 2.263 -6.765 -0.349
H 1.797 -9.980 -1.291
H 0.441 -8.192 1.165
H 2.090 -8.593 1.718
H 1.143 -9.785 0.798
H 1.685 -6.271 -1.135
H 3.326 -6.671 -0.584
H 2.056 -6.290 0.611
C -2.481 5.967 -4.350
O -1.451 6.065 -3.706
N -2.644 6.365 -5.642
C -3.905 6.214 -6.340
C -1.521 6.958 -6.341
H -3.394 5.531 -3.914
H -3.752 5.581 -7.218
H -4.258 7.198 -6.656
H -4.657 5.755 -5.696
H -0.694 6.244 -6.362
H -1.196 7.853 -5.804
H -1.801 7.225 -7.361
C 6.548 -8.095 -1.253
O 7.564 -8.008 -0.590
N 6.417 -7.701 -2.551
C 5.167 -7.839 -3.274
C 7.562 -7.126 -3.228
H 5.619 -8.518 -0.834
H 5.329 -8.478 -4.146
H 4.835 -6.850 -3.601
H 4.395 -8.285 -2.641
H 8.380 -7.852 -3.229
H 7.888 -6.234 -2.688
H 7.307 -6.861 -4.254
C -4.359 7.147 1.523
O -5.279 6.415 1.204
N -3.876 8.178 0.773
C -2.776 9.007 1.222
C -4.484 8.453 -0.514
H -3.828 7.025 2.481
H -3.114 10.044 1.285
H -1.957 8.932 0.501
H -2.419 8.687 2.202
H -5.544 8.674 -0.370
H -4.394 7.568 -1.149
H -3.995 9.301 -0.995
C 5.827 -0.437 3.034
O 6.273 -0.035 1.974
N 5.642 0.323 4.150
C 5.105 -0.231 5.376
C 5.992 1.729 4.108
H 5.530 -1.489 3.173
H 4.183 0.298 5.632
H 5.836 -0.099 6.177
H 4.887 -1.294 5.263
H 5.410 2.221 3.325
H 7.054 1.827 3.867
H 5.789 2.203 5.069
C 3.248 5.905 -3.401
O 4.412 6.248 -3.469
N 2.742 5.007 -2.506
C 1.339 4.648 -2.487
C 3.638 4.394 -1.546
H 2.485 6.311 -4.085
H 0.921 4.901 -1.509
H 1.245 3.572 -2.659
H 0.787 5.184 -3.261
H 4.102 5.175 -0.938
H 4.424 3.855 -2.081
H 3.093 3.702 -0.901
C -3.784 -4.464 3.538
O -2.848 -5.179 3.223
N -4.901 -4.872 4.199
C -5.972 -3.956 4.538
C -5.023 -6.267 4.577
H -3.793 -3.388 3.299
H -6.101 -3.945 5.623
H -6.895 -4.298 4.063
H -5.746 -2.946 4.194
H -4.188 -6.536 5.229
H -4.978 -6.887 3.679
H -5.965 -6.442 5.097
```

***

No. 2
Molecular formula: C37H71IN2O8
Method: DFT, ωB97M-V/def2-TZVPD

For the HOMO energy, the calculation gives -8.3 eV. The value obtained for the gap between HOMO and LUMO is 8.5 eV. The total energy is -2461.35262 a.u. As for the multiplicity: 1.

XYZ file:
```
119
C37H71IN2O8 ωB97M-V/def2-TZVPD
C -10.141 1.041 4.550
C -9.301 -0.041 3.875
C -8.459 0.401 2.648
C -8.418 1.901 2.367
C -7.763 2.302 1.015
C -6.807 1.279 0.409
C -6.031 1.840 -0.783
C -5.140 0.782 -1.431
C -4.061 1.397 -2.348
C -2.677 1.404 -1.707
C -1.997 0.013 -1.663
C -1.927 -0.615 -0.252
C -0.562 -0.487 0.408
C -0.255 0.983 0.749
N 1.020 1.137 1.382
C 1.108 1.455 2.786
C 0.519 2.776 3.313
C -0.948 2.707 3.744
N -1.291 3.863 4.597
O 2.007 1.709 0.573
C 1.763 3.054 0.165
C 1.959 3.168 -1.339
C 1.598 4.553 -1.864
C 0.117 4.907 -1.669
O -0.443 -1.270 1.594
C -1.538 -1.243 2.446
I -0.946 -2.164 4.286
O 0.512 -0.869 -0.421
C 0.488 -2.035 -1.107
O -0.174 -2.995 -0.815
C 1.490 -2.010 -2.214
C 2.650 -2.740 -2.007
C 3.636 -2.707 -2.974
C 3.466 -1.958 -4.124
C 2.304 -1.246 -4.330
C 1.312 -1.264 -3.360
H -10.646 0.658 5.434
H -10.876 1.446 3.855
H -9.524 1.887 4.857
H -9.980 -0.832 3.553
H -8.649 -0.490 4.625
H -7.435 0.067 2.812
H -8.827 -0.127 1.768
H -9.423 2.319 2.368
H -7.847 2.387 3.161
H -7.210 3.228 1.170
H -8.575 2.465 0.304
H -6.068 0.980 1.159
H -7.337 0.385 0.079
H -5.414 2.673 -0.431
H -6.732 2.235 -1.524
H -5.757 0.090 -2.005
H -4.661 0.226 -0.622
H -4.337 2.441 -2.524
H -4.021 0.905 -3.319
H -2.038 2.072 -2.292
H -2.718 1.847 -0.708
H -0.983 0.140 -2.035
H -2.556 -0.658 -2.312
H -2.201 -1.668 -0.308
H -2.679 -0.128 0.368
H -1.084 1.358 1.355
H -0.288 1.526 -0.197
H 0.643 0.628 3.332
H 2.166 1.416 3.044
H 1.082 3.054 4.207
H 0.637 3.608 2.619
H -1.588 2.764 2.860
H -1.143 1.765 4.260
H -2.065 4.377 4.205
H -1.557 3.564 5.523
H 2.468 3.727 0.668
H 0.753 3.379 0.415
H 2.965 2.862 -1.624
H 1.266 2.454 -1.803
H 2.214 5.325 -1.397
H 1.823 4.590 -2.930
H -0.234 5.507 -2.509
H -0.058 5.515 -0.782
H -0.519 4.021 -1.629
H -1.849 -0.236 2.728
H -2.381 -1.831 2.093
H 2.754 -3.296 -1.086
H 4.555 -3.266 -2.855
H 4.246 -1.923 -4.871
H 2.182 -0.659 -5.229
H 0.412 -0.685 -3.515
C 5.743 -6.712 -3.122
O 5.569 -5.752 -2.094
C 4.597 -6.126 -1.128
C 5.240 -6.689 0.120
O 5.910 -7.913 -0.132
C 7.311 -7.774 -0.275
H 6.657 -6.456 -3.655
H 5.835 -7.723 -2.719
H 4.904 -6.680 -3.826
H 3.890 -6.849 -1.547
H 4.047 -5.217 -0.871
H 4.457 -6.894 0.856
H 5.928 -5.956 0.552
H 7.786 -7.614 0.699
H 7.571 -6.947 -0.940
H 7.690 -8.704 -0.696
C 4.668 -0.114 -0.352
O 5.851 -0.347 -1.100
C 6.072 0.618 -2.112
C 7.068 1.675 -1.688
O 6.583 2.467 -0.617
C 7.083 2.081 0.649
H 4.702 -0.751 0.531
H 4.586 0.927 -0.031
H 3.786 -0.377 -0.944
H 5.128 1.090 -2.405
H 6.470 0.089 -2.984
H 7.251 2.347 -2.532
H 8.020 1.205 -1.418
H 8.124 2.401 0.769
H 7.020 1.000 0.795
H 6.478 2.578 1.405
```

***

No. 3
Molecular formula: C37H75N10O11
Method: DFT, ωB97M-V/def2-TZVPD

For the HOMO energy, the calculation gives -10.5 eV. The value obtained for the gap between HOMO and LUMO is 5.1 eV. The total energy is -2829.30557 a.u. Its charge is +1. As for the multiplicity: 1.

XYZ file:
```
133
C37H75N10O11 ωB97M-V/def2-TZVPD
C 3.673 -3.126 1.198
C 4.468 -1.693 1.021
O 5.800 -1.725 1.302
N 3.804 -0.393 0.521
C 4.664 0.699 1.193
C 4.044 -0.421 -0.973
C 3.037 0.518 -1.860
C 3.007 2.104 -1.435
C 1.656 2.568 -0.613
O 1.426 1.847 0.649
C -0.046 1.685 0.875
O -0.863 2.677 1.252
C -0.612 0.137 0.656
C -1.182 -0.836 1.849
C -1.648 -2.376 1.393
N -1.556 -2.869 -0.058
C -1.072 -1.974 -1.185
C -0.582 -0.440 -0.879
H 2.534 -3.026 1.448
H 4.191 -3.692 2.109
H 3.896 -3.788 0.237
H 4.134 1.756 1.174
H 4.840 0.464 2.350
H 5.710 0.829 0.631
H 5.200 -0.244 -1.199
H 3.841 -1.546 -1.316
H 3.454 0.487 -2.978
H 1.960 0.042 -1.921
H 3.994 2.437 -0.891
H 2.989 2.717 -2.459
H 0.747 2.523 -1.359
H 1.814 3.719 -0.340
H -1.226 -0.449 2.963
H -2.034 -3.093 2.239
H -1.868 -3.859 -0.279
H -1.019 -2.408 -2.287
H -0.210 0.227 -1.790
C -1.161 0.770 -4.928
O 0.020 0.691 -5.245
N -2.143 -0.133 -5.274
C -3.522 0.030 -4.860
C -1.787 -1.284 -6.079
H -1.540 1.606 -4.317
H -3.817 -0.838 -4.264
H -4.153 0.096 -5.751
H -3.649 0.936 -4.262
H -1.030 -1.869 -5.548
H -1.364 -0.939 -7.027
H -2.665 -1.907 -6.272
C -6.097 2.667 -5.149
O -6.571 1.568 -4.887
N -5.871 3.677 -4.239
C -5.305 4.953 -4.628
C -6.209 3.459 -2.848
H -5.804 2.939 -6.177
H -4.372 5.108 -4.078
H -6.015 5.746 -4.377
H -5.098 4.981 -5.701
H -5.643 2.600 -2.474
H -7.278 3.235 -2.772
H -5.975 4.343 -2.249
C -6.029 1.898 0.787
O -6.349 2.512 -0.223
N -4.900 2.136 1.543
C -4.589 1.364 2.728
C -3.994 3.191 1.139
H -6.646 1.075 1.183
H -4.536 2.040 3.587
H -3.622 0.873 2.588
H -5.353 0.604 2.916
H -4.538 4.141 1.125
H -3.628 2.980 0.130
H -3.150 3.262 1.830
C 3.856 5.407 1.983
O 4.969 5.918 1.947
N 2.821 5.806 2.801
C 1.530 5.149 2.786
C 3.028 6.917 3.707
H 3.591 4.555 1.336
H 0.763 5.882 2.520
H 1.324 4.748 3.783
H 1.512 4.332 2.060
H 3.296 7.805 3.126
H 3.855 6.676 4.382
H 2.124 7.116 4.288
C -0.169 -4.560 -4.064
O -0.271 -4.096 -5.193
N -0.535 -5.835 -3.688
C -0.383 -6.311 -2.328
C -1.089 -6.729 -4.683
H 0.241 -3.966 -3.230
H 0.278 -7.183 -2.331
H -1.365 -6.597 -1.941
H 0.046 -5.538 -1.685
H -0.360 -6.863 -5.488
H -1.995 -6.279 -5.100
H -1.330 -7.699 -4.240
C 7.111 0.469 -3.031
O 5.989 0.951 -2.943
N 7.497 -0.498 -3.935
C 8.848 -1.020 -3.976
C 6.522 -1.010 -4.875
H 7.930 0.787 -2.364
H 9.273 -0.824 -4.965
H 8.817 -2.098 -3.797
H 9.476 -0.548 -3.216
H 6.143 -0.182 -5.481
H 5.689 -1.450 -4.319
H 6.971 -1.767 -5.524
C -6.044 -0.575 5.532
O -4.931 -0.064 5.496
N -7.079 -0.177 6.351
C -8.370 -0.833 6.335
C -6.872 0.934 7.256
H -6.309 -1.427 4.885
H -9.137 -0.100 6.069
H -8.576 -1.234 7.332
H -8.388 -1.650 5.609
H -6.604 1.822 6.675
H -6.045 0.694 7.932
H -7.776 1.134 7.837
C 4.338 -5.132 5.092
O 3.709 -5.069 4.043
N 4.460 -4.114 6.014
C 5.224 -4.267 7.235
C 3.802 -2.850 5.755
H 4.876 -6.048 5.387
H 4.560 -4.109 8.090
H 6.023 -3.521 7.248
H 5.664 -5.266 7.302
H 2.726 -3.022 5.654
H 4.182 -2.437 4.816
H 3.987 -2.144 6.569
```